# 1
20
Properties=species:S:1:pos:R:3:forces:R:3:nbo_charge:R:1 method="wB97M-V/def2-TZVPD" spin_multiplicity=1 de_lowest_kj_mol=380.9 total_charge=0 homo_energy_ev=-9.0
C -3.347 -0.063 -0.129 -3.08 -2.08 0.23 0.18
C -1.385 0.101 -0.628 3.57 1.85 -2.21 0.36
C 2.832 -0.566 0.162 1.92 1.30 1.06 -0.62
C 0.740 -0.100 1.587 3.37 -0.30 -2.28 -0.57
C 0.666 -0.352 -0.983 -4.30 2.83 0.08 -0.22
C 1.491 0.137 0.140 -0.76 2.53 2.45 -0.34
N -2.273 -0.747 -0.198 1.49 -2.95 1.40 -0.54
N -1.935 1.278 -0.957 1.49 0.93 -0.04 -0.36
N -3.238 1.135 -0.594 0.92 1.87 -0.75 -0.35
I 1.011 0.626 -2.872 0.06 -0.55 0.61 0.14
H -4.257 -0.567 -0.002 -1.38 -0.13 0.74 0.19
H 3.518 0.027 1.073 -1.98 -2.59 -2.20 0.22
H 3.442 -0.287 -0.737 -0.66 -0.56 0.52 0.22
H 2.608 -1.700 0.165 1.09 1.71 0.60 0.22
H 0.796 -1.147 1.701 -0.04 -1.43 0.49 0.20
H -0.252 0.140 1.552 -2.46 1.05 -0.05 0.21
H 1.279 0.349 2.414 0.08 0.30 -0.11 0.21
H 0.648 -1.391 -1.054 -0.31 -1.67 -0.49 0.18
H 1.623 1.271 0.050 -0.07 -1.53 0.01 0.22
H -3.967 1.856 -0.690 1.06 -0.57 -0.05 0.43



# 2
20
Properties=species:S:1:pos:R:3:forces:R:3:nbo_charge:R:1 method="wB97M-V/def2-TZVPD" spin_multiplicity=1 de_lowest_kj_mol=628.5 total_charge=0 smiles="C1=C2CN[C@@H]3C[C@@H](C1)[C@@H]23" homo_energy_ev=-7.5
C 2.004 -0.790 -0.021 1.21 -3.54 1.05 -0.27
C 0.469 0.833 -0.611 4.20 1.76 4.66 -0.05
C -0.566 1.876 -0.362 -3.13 3.52 1.10 -0.41
C -1.334 0.535 0.362 -3.44 1.75 2.62 -0.20
C -1.777 -0.809 -0.192 -0.53 -3.21 1.18 -0.45
C -0.501 -1.759 -0.251 -2.07 0.98 1.06 -0.26
C 0.472 -1.026 0.291 1.65 -4.89 -0.89 0.02
C 0.019 0.222 0.781 1.20 0.05 -1.54 -0.29
H 2.526 -1.161 0.978 -0.49 1.20 -1.92 0.20
H 2.646 -1.309 -0.872 -2.17 0.50 1.48 0.22
H 2.100 0.871 0.779 -0.04 1.37 -0.96 0.34
H 0.351 0.116 -1.358 -0.73 -0.14 -1.51 0.22
H -0.988 2.770 -1.078 0.85 -2.80 0.86 0.22
H -0.469 2.568 0.634 0.51 -1.98 -2.24 0.22
H -2.063 0.736 1.243 1.04 0.45 -1.60 0.22
H -2.691 -1.359 0.284 1.53 1.41 0.23 0.22
H -2.122 -0.929 -1.148 -0.77 0.84 -2.98 0.22
H -0.694 -2.675 -0.814 1.12 0.31 0.05 0.22
H 0.626 0.658 1.567 -0.97 0.34 0.30 0.22
N 1.992 0.630 -0.210 1.04 2.08 -0.94 -0.62